Entry 1:
Formula: C48H54O2PPbSi
Source: OMol25
Level of theory: ωB97M-V/def2-TZVPD

Results
Total charge = -1
Kohn-Sham gap (alpha / beta) = 4.550 / 4.557 eV
Energy = -2835.44304 hartree
Lowest unoccupied orbital energy (alpha / beta) = 1.84 / 1.84 eV
2S+1 = 1

Structure (XYZ):
```
107
Properties=species:S:1:pos:R:3:mulliken_charge:R:1
Pb 12.3639 14.6413 11.8981 0.2441
C 6.9727 15.5758 7.2064 -1.1091
C 7.2432 16.5356 8.2185 -0.2809
C 7.3174 15.8710 9.5055 -1.3076
C 7.1760 14.4894 9.1663 -0.2831
C 6.8547 14.3247 7.7964 -0.4172
C 6.5255 13.0410 7.0087 2.6443
C 5.2559 13.3037 6.0925 -1.8708
C 7.6976 12.6447 6.1954 -1.6124
C 6.3070 11.8981 8.0077 -1.6324
C 7.6971 16.2619 10.9713 3.1674
C 8.0323 15.0399 11.8441 -2.8494
C 6.4263 16.9276 11.5510 -1.8445
C 9.0004 17.1581 11.0585 -1.7985
C 7.2015 18.0004 7.8283 2.7008
C 7.7809 18.0501 6.3994 -1.5812
C 5.6928 18.4528 7.7930 -1.5079
C 7.9879 18.8917 8.7711 -2.0218
H 6.6258 15.7124 6.2173 0.1716
H 7.0467 13.8012 9.9139 0.7910
H 5.4297 14.0736 5.3183 0.3260
H 4.4626 13.6211 6.7875 0.3520
H 4.9240 12.4788 5.5002 0.4423
H 7.9555 13.3866 5.4759 0.4465
H 7.4987 11.6805 5.6403 0.3843
H 8.5925 12.4834 6.8431 0.0432
H 5.3732 11.9970 8.6033 0.3037
H 7.1500 11.7368 8.7338 -0.0883
H 6.2962 11.0246 7.3891 0.5664
H 7.2616 14.3165 12.0336 0.4389
H 8.3306 15.3827 12.8196 0.8125
H 8.9227 14.4575 11.4936 0.3954
H 5.8287 16.1247 11.7858 0.5974
H 5.9343 17.6285 10.7622 0.1000
H 6.7421 17.5822 12.3802 0.3943
H 9.4264 17.0858 12.1010 0.3791
H 8.8800 18.1958 10.9777 0.5142
H 9.8052 16.8096 10.3773 0.1721
H 7.0050 17.8892 5.6190 0.2939
H 8.6443 17.3079 6.4107 0.2806
H 8.4108 18.9833 6.2140 0.3621
H 5.1714 17.5924 7.3081 0.2783
H 5.4891 19.3714 7.2533 0.4173
H 5.3492 18.5174 8.8749 0.3160
H 9.0319 18.6396 9.0160 0.2536
H 7.4862 18.9972 9.7391 0.2924
H 7.9522 19.9286 8.3703 0.5123
O 12.8308 11.6342 11.3864 -0.3729
C 13.5401 12.2153 12.3517 -0.0896
O 14.2987 13.1736 11.9933 -0.7515
C 13.5490 11.4055 13.6106 0.8255
C 14.2214 10.2432 13.6147 -0.1387
C 14.6361 9.8015 14.8928 -0.9283
C 14.0748 10.4010 16.0484 -0.6777
C 13.3368 11.5796 16.0012 -0.1381
C 13.2966 12.2195 14.7548 -0.3163
P 12.7537 13.9590 14.6285 0.3025
C 11.3094 14.0220 15.8375 0.9691
C 10.9787 15.3955 16.2344 -0.8375
C 9.9440 15.6597 17.1170 -0.6520
C 9.0732 14.6348 17.5317 -0.4856
C 9.3343 13.3148 17.0954 -0.6400
C 10.4616 12.9634 16.2794 -0.4635
C 14.0409 14.9584 15.5482 0.2585
C 13.9849 14.9765 16.9486 0.0159
C 14.9380 15.7735 17.7143 -0.8092
C 15.8812 16.5047 17.1032 -0.3171
C 16.0253 16.3896 15.6482 -0.4588
C 15.1499 15.6034 14.9302 -0.4941
H 14.4605 9.7203 12.6718 0.4759
H 15.2767 8.9384 14.9795 0.3960
H 14.1656 9.8809 17.0077 0.3768
H 12.7798 11.8587 16.8745 0.5415
H 11.6693 16.2192 15.9214 0.3878
H 9.8092 16.7076 17.3348 0.3924
H 8.2133 14.9162 18.2093 0.3054
H 8.6442 12.5312 17.4840 0.3043
H 10.6801 11.9440 16.1481 0.5908
H 13.2944 14.3804 17.5472 0.2658
H 14.8583 15.7636 18.7872 0.3942
H 16.5717 17.1807 17.7080 0.2787
H 16.8249 17.0278 15.2014 0.3157
H 15.3715 15.3707 13.9255 0.4892
C 8.5452 8.3428 10.8885 -0.4119
C 9.3338 8.7183 12.0251 -0.5301
C 10.2758 9.7483 11.9231 -0.4046
C 10.2014 10.5190 10.7321 0.4478
C 9.2844 10.3151 9.6691 -0.2350
C 8.5205 9.0878 9.6778 -0.9471
Si 11.3353 11.9071 10.4819 0.9691
C 11.6149 11.9805 8.6900 0.2602
C 11.3089 13.0803 7.8940 -0.2662
C 11.5098 12.9452 6.5539 -0.1259
C 11.9625 11.7432 5.9421 -0.7586
C 12.3589 10.7119 6.7786 -0.4989
C 12.2349 10.8259 8.1547 -0.2890
H 7.9934 7.3784 10.9068 0.3074
H 9.2550 8.0976 12.9471 0.3327
H 11.0805 9.9067 12.6179 0.3427
H 9.2115 10.9892 8.7989 0.3442
H 8.0386 8.7855 8.7872 0.4559
H 10.6892 13.0118 11.2701 -0.3099
H 10.8034 13.9265 8.3241 0.3932
H 11.3103 13.8769 5.9799 0.3728
H 11.9131 11.6485 4.8367 0.3403
H 12.8273 9.7645 6.5512 0.3652
H 12.6761 9.9976 8.6839 0.3418
```

***

Entry 2:
Formula: C53H128BF19N8O31S5
Source: OMol25
Level of theory: ωB97M-V/def2-TZVPD

Results
Total charge = +2
Kohn-Sham gap = 9.086 eV
Energy = -8779.42429 hartree
Lowest unoccupied orbital energy = -2.79 eV
2S+1 = 1

Structure (XYZ):
```
245
Properties=species:S:1:pos:R:3:mulliken_charge:R:1
C -4.8538 -5.7239 -1.4608 -0.7119
O -4.0522 -6.6687 -2.2060 -0.2189
C -4.5089 -6.6923 -3.5381 -0.1529
C -3.6088 -7.7116 -4.1792 -0.8583
N -2.1654 -7.2779 -4.0537 1.0514
H -1.9849 -6.3575 -4.4996 -0.1368
H -1.9859 -7.0931 -3.0425 0.2959
C -1.2088 -8.2399 -4.6839 -1.1010
C 0.2742 -7.8596 -4.6515 -0.7419
O 0.6310 -6.4723 -4.6338 -0.2663
C 0.7532 -5.9608 -5.9813 -0.5466
H -4.9700 -4.7252 -1.8575 0.3831
H -4.3117 -5.5612 -0.5271 0.0395
H -5.8712 -6.1585 -1.2825 0.3108
H -4.2366 -5.7075 -3.9896 -0.0021
H -5.5945 -6.8838 -3.5864 0.5027
H -3.7942 -7.9445 -5.2145 0.4044
H -3.7059 -8.6176 -3.6055 0.4354
H -1.4698 -8.3030 -5.7409 0.5510
H -1.3514 -9.1844 -4.1835 0.4582
H 0.7223 -8.3527 -5.5295 0.4131
H 0.7643 -8.2544 -3.7880 0.5212
H 0.5574 -4.9231 -5.9339 -0.2798
H 0.1264 -6.4082 -6.7242 0.5278
H 1.7513 -6.1023 -6.4325 0.2916
C 4.6088 -5.8168 1.0450 -0.8184
O 3.6688 -5.5506 -0.0611 0.0358
C 4.2943 -4.9347 -1.1545 -0.4296
C 3.5242 -5.3633 -2.4283 -0.7834
N 2.0995 -4.9761 -2.4344 1.2204
H 1.5670 -5.1868 -3.2938 -0.0017
H 1.6418 -5.5931 -1.6740 0.1045
C 1.8683 -3.5180 -2.2556 0.1111
C 2.5710 -2.8025 -3.4138 -1.7156
O 2.3029 -3.5196 -4.5781 0.4969
C 3.1593 -3.1821 -5.6335 -1.0963
H 4.9982 -4.9063 1.5307 0.1742
H 5.4671 -6.3738 0.5722 0.3598
H 4.1362 -6.4157 1.8206 0.2760
H 5.3142 -5.3822 -1.1340 0.6555
H 4.3652 -3.8387 -1.0611 -0.0757
H 3.5199 -6.5026 -2.4935 0.4220
H 3.9172 -4.9167 -3.3524 0.4595
H 2.2004 -3.1551 -1.3211 -0.4793
H 0.7876 -3.3293 -2.2673 0.5488
H 3.6693 -2.7294 -3.1909 0.2716
H 2.2083 -1.7989 -3.4779 0.8392
H 4.1891 -3.2603 -5.3335 0.4403
H 2.9663 -2.1087 -5.9482 0.2820
H 2.9785 -3.8783 -6.4892 0.2007
C -1.0202 -1.2407 6.2377 -0.6116
O -0.1068 -0.6975 5.2456 -0.3648
C -0.3215 0.6091 4.7739 -0.2767
C 0.7654 0.7350 3.7348 0.1836
N 2.1188 0.5970 4.3744 1.3476
H 2.0603 -0.3033 4.9373 0.5437
H 2.8278 0.4223 3.6764 -0.0226
C 2.5225 1.8249 5.1483 0.1235
C 3.1947 1.5515 6.5279 -0.9697
O 2.1863 1.0439 7.3394 -0.2339
C 2.1221 1.6690 8.6234 -0.8492
H -1.2587 -0.6042 7.0628 0.3593
H -0.4704 -2.1153 6.6338 0.2925
H -1.9623 -1.5925 5.7624 -0.0325
H -0.2048 1.2948 5.6392 0.4531
H -1.2935 0.8314 4.2484 -0.2334
H 0.8084 1.7539 3.3218 0.5169
H 0.6136 -0.1333 3.0512 -0.8448
H 1.5753 2.3303 5.3282 0.2267
H 3.2332 2.4041 4.5455 0.1260
H 3.6124 2.4771 6.9097 0.5617
H 3.9288 0.7325 6.4874 0.2678
H 2.9749 1.4342 9.2646 0.3210
H 1.1883 1.3525 9.0622 0.2550
H 2.0551 2.7742 8.5560 0.3657
C -1.7283 3.8759 3.6650 -1.0299
O -0.9832 2.9569 2.8240 0.5145
C -0.8637 3.4190 1.4953 -0.0555
C -0.1432 2.2784 0.6883 -0.6871
N -1.0764 1.2218 0.1538 2.6336
H -1.8485 1.0306 0.8610 -0.1813
H -1.5045 1.6553 -0.6655 -0.0201
C -0.4522 -0.1208 -0.2557 0.7058
C -1.3852 -0.6761 -1.3245 -0.4720
O -1.2013 0.1773 -2.4823 0.0210
C -2.1975 -0.1468 -3.4449 -0.4178
H -1.4805 3.5988 4.7044 0.3377
H -2.7818 3.6998 3.4834 0.2177
H -1.5020 4.9390 3.4514 0.2492
H -0.2575 4.3029 1.5000 -0.1417
H -1.8687 3.6497 1.1449 -0.0092
H 0.5770 1.8020 1.3145 0.0799
H 0.3591 2.8109 -0.1068 0.6906
H -0.4215 -0.7122 0.6670 -0.5008
H 0.6041 -0.0254 -0.5746 -0.4271
H -2.4627 -0.5443 -1.0158 0.1017
H -1.1380 -1.7416 -1.5366 0.3916
H -2.8592 -0.9321 -2.9850 0.3690
H -1.7613 -0.4969 -4.4305 0.1649
H -2.8250 0.8081 -3.5340 -0.1783
C 8.7630 -1.4727 -1.1315 -0.7695
O 8.1213 -0.3423 -0.4572 -0.3647
C 7.9522 -0.5160 0.9619 -0.6961
C 7.1502 0.7220 1.3612 -0.4882
N 5.9437 0.6982 0.5216 0.9921
H 6.2545 0.6710 -0.5016 0.5542
H 5.3787 -0.1090 0.7336 -0.4263
C 5.2442 2.0517 0.6433 -1.3984
C 4.0874 2.1236 -0.3545 2.2388
O 4.7208 2.2866 -1.5858 -0.5973
C 3.7701 2.4735 -2.6078 -0.4469
H 8.3989 -2.3894 -0.6480 0.3095
H 9.8707 -1.4088 -0.9442 0.2806
H 8.5558 -1.5584 -2.1850 0.2897
H 8.8034 -0.5978 1.5514 0.5727
H 7.2878 -1.3602 1.1124 0.2454
H 7.7265 1.6144 1.2095 0.4440
H 6.8248 0.7407 2.4138 0.3401
H 6.0896 2.7011 0.4554 0.8597
H 4.9349 2.3055 1.6382 0.1495
H 3.3863 2.9543 -0.1298 -0.1731
H 3.4294 1.2202 -0.2598 -1.1473
H 2.9090 1.7836 -2.5126 0.1441
H 4.1444 2.3746 -3.6648 0.4039
H 3.2734 3.4461 -2.4653 -0.0113
C -2.2800 7.0331 0.5722 -0.0289
O -3.6521 7.0983 0.1850 -0.3603
C -3.9239 7.7218 -1.0702 -0.4294
C -4.8598 6.8444 -1.8981 -0.6701
N -4.2634 5.4626 -1.8108 0.1454
H -4.5030 4.9929 -2.6898 0.4829
H -3.1846 5.4750 -1.7956 0.3332
C -4.5327 4.5925 -0.6224 0.3257
C -5.5003 3.4726 -0.9593 -0.7541
O -4.8613 2.8198 -2.0212 -0.2127
C -5.4475 1.5376 -2.3229 -0.6843
H -2.2009 6.1484 1.2802 -0.1094
H -1.9181 7.9755 1.0361 0.4150
H -1.6364 6.7846 -0.2902 -0.0556
H -2.9437 7.9041 -1.6338 0.2435
H -4.4540 8.7180 -1.0035 0.4161
H -4.7749 7.1319 -2.9651 0.3552
H -5.8467 6.8230 -1.4729 0.4320
H -4.9354 5.2386 0.1861 0.6271
H -3.5785 4.0927 -0.3291 -0.8366
H -6.4212 3.9207 -1.2534 0.4426
H -5.6437 2.7602 -0.0830 0.3416
H -5.1772 1.2940 -3.3477 0.2716
H -6.5580 1.5870 -2.1411 0.3529
H -5.0990 0.7445 -1.6597 0.1024
C 1.5570 6.3611 -3.7604 -0.4686
O 2.5549 7.1730 -3.0920 -0.3275
C 1.9924 7.8017 -1.9670 -0.0764
C 3.0705 8.7400 -1.3353 -0.9468
N 4.3607 8.1876 -0.8804 0.2705
H 5.0355 8.9206 -0.7105 0.4244
H 4.2885 7.4828 -0.0872 0.0760
C 5.0832 7.2152 -1.9184 -0.4220
C 5.6961 8.0565 -3.0833 -0.5821
O 6.3607 9.1733 -2.6726 -0.3784
C 6.3788 10.2648 -3.5984 -0.6977
H 1.1400 5.5708 -3.1255 -0.0872
H 2.0653 5.9149 -4.5755 0.4053
H 0.6604 6.9694 -4.0340 0.2704
H 1.5400 7.1734 -1.2283 0.1258
H 1.2292 8.5259 -2.2195 0.4939
H 2.5847 9.1506 -0.4376 0.4606
H 3.3014 9.5744 -2.0881 0.2836
H 4.2719 6.5966 -2.3163 0.1649
H 5.7789 6.6387 -1.3798 0.6143
H 4.8812 8.3309 -3.8146 0.2932
H 6.3471 7.4224 -3.6955 0.4375
H 6.6051 11.1168 -2.9852 0.2494
H 5.3903 10.3017 -4.0289 0.3464
H 7.0952 10.2163 -4.4276 0.2816
C -9.5503 -3.4683 6.8828 -0.7497
O -8.5352 -2.6661 6.1953 -0.3347
C -8.2644 -3.1940 4.9560 -0.7894
C -7.0622 -2.4912 4.3770 -0.4067
N -5.8221 -2.6159 5.3060 0.4563
H -5.1168 -1.9007 4.9887 0.0198
H -6.1465 -2.2613 6.2065 0.5190
C -5.2647 -3.9397 5.4628 -0.9242
C -4.4047 -4.4441 4.2849 -0.5515
O -3.2667 -3.5726 4.3508 -0.1562
C -2.2517 -3.6901 3.3522 -0.4393
H -10.4745 -3.7270 6.2581 0.2950
H -9.8665 -2.8965 7.7538 0.2693
H -9.1375 -4.4354 7.2192 0.3183
H -9.0729 -3.1015 4.2044 0.4545
H -8.1022 -4.2634 5.0733 0.4095
H -7.3457 -1.4302 4.3456 0.3521
H -6.8091 -2.8716 3.3816 0.3333
H -6.1318 -4.6117 5.5904 0.3157
H -4.7202 -3.9953 6.3849 0.4803
H -4.8781 -4.4624 3.3502 0.3953
H -4.0776 -5.4813 4.4953 0.4306
H -1.4987 -2.8917 3.5815 -0.2273
H -2.6654 -3.5353 2.3636 0.2578
H -1.7944 -4.6860 3.3917 0.5057
C -4.9789 -0.9182 1.8315 0.4330
F -4.9485 -0.7100 0.5179 -0.1601
F -6.3011 -0.7402 2.1559 -0.2493
F -4.6601 -2.2598 2.0138 -0.1814
S -3.9450 0.1739 2.9431 1.2546
O -4.5243 1.4705 2.9070 -0.8769
O -4.0647 -0.4723 4.1996 -0.9195
O -2.6862 0.1266 2.2061 -1.2383
C -1.6555 -3.1886 -7.1905 0.4807
F -0.2958 -2.9352 -6.8898 -0.2211
F -2.1593 -2.0160 -7.5455 -0.2064
F -1.7618 -3.9877 -8.2148 -0.2054
S -2.5155 -3.9005 -5.7300 0.9451
O -2.2605 -3.0140 -4.6777 -0.5218
O -3.8954 -4.0847 -6.0978 -0.6659
O -1.9509 -5.2393 -5.5622 -0.8651
C 2.2104 -2.4699 2.1437 0.4107
F 2.2318 -3.5962 1.4061 0.0119
F 0.8715 -2.1006 2.2512 -0.2017
F 2.7242 -2.5721 3.3533 -0.2261
S 3.2608 -1.1938 1.2160 0.5217
O 2.6133 -1.0332 -0.0622 -0.3243
O 3.3075 -0.0121 2.0457 -0.9585
O 4.5721 -1.7377 1.0633 -1.1267
C 2.2420 5.3685 1.8151 0.5121
F 1.5392 5.5011 2.9241 -0.2344
F 1.9931 4.0932 1.3024 -0.2842
F 1.7267 6.2996 0.9900 -0.2668
S 4.0480 5.5879 1.9602 1.2267
O 4.4350 5.5981 0.5404 -0.8144
O 4.2398 6.8405 2.6531 -0.7714
O 4.6352 4.4885 2.6914 -0.6224
C -1.3140 -6.5424 0.5499 0.4496
F -0.8083 -6.3889 1.8160 -0.2398
F -2.5212 -7.0997 0.5518 -0.2088
F -1.4891 -5.2440 0.0391 -0.0797
S -0.2269 -7.5645 -0.4266 0.9212
O -0.9558 -7.7903 -1.6291 -0.7839
O 0.9761 -6.7835 -0.6486 -0.8454
O -0.0299 -8.6435 0.4702 -0.6835
B -1.4905 4.0257 -2.4473 -0.4696
F -1.8192 5.0527 -1.5228 -0.3920
F -1.5722 4.3904 -3.7342 -0.2678
F -0.1697 3.7539 -2.0365 -0.2927
F -2.3376 2.8778 -2.2160 -0.1861
```

***

Maximum force? In order: 5.26; 3.70 eV/Å.